98
Properties=species:S:1:pos:R:3:forces:R:3 method="wB97M-V/def2-TZVPD" total_charge=+1 s_squared=0.755 spin_multiplicity=2 homo_ev="-9.08 / -9.08" max_force_ha_per_bohr=0.01590 de_lowest_kj_mol=170.55
Ru -0.28339 0.15750 0.16322 -0.793 -0.148 0.132
C -1.14371 1.83026 2.57041 0.016 -0.055 -0.005
C -1.67711 0.60391 3.28042 -0.017 0.008 -0.022
C -0.83358 -0.63734 3.13822 -0.054 -0.084 0.202
C -0.91478 -1.58158 4.14203 -0.006 0.099 -0.039
C -0.00040 -2.62687 4.18472 0.086 -0.056 -0.033
C 1.02429 -2.64357 3.26974 -0.045 -0.031 0.104
C 1.02884 -1.65904 2.28948 0.324 0.100 -0.268
N 0.06492 -0.74668 2.12832 -0.006 -0.077 0.068
N -1.33711 1.77326 1.10660 0.098 -0.012 0.017
C -0.91558 3.05292 0.51116 0.010 -0.031 -0.018
C -0.64854 2.85100 -0.93878 -0.219 -0.094 0.053
C -0.14528 4.03687 -1.65941 -0.052 0.032 0.019
C -0.47353 3.95450 -3.10996 0.011 -0.011 -0.010
C -0.73753 2.78009 -3.66133 0.053 0.013 0.002
C -0.56646 1.52167 -2.86639 0.076 -0.066 -0.024
N -0.80115 1.66446 -1.42586 0.656 0.315 0.010
C -2.78291 1.63852 0.77627 0.021 -0.102 -0.104
C -3.20591 0.21085 0.70366 -0.028 0.145 -0.061
C -4.51217 -0.17554 0.94532 -0.045 -0.060 -0.027
C -4.85104 -1.51416 0.83936 0.076 0.024 0.008
C -3.85040 -2.41607 0.51564 -0.030 0.036 -0.011
C -2.56964 -1.94659 0.29598 0.003 -0.107 0.112
N -2.23916 -0.65193 0.36467 0.229 0.165 -0.078
H -0.07318 1.93961 2.74911 -0.037 0.022 0.032
H -1.63456 2.72704 2.96264 -0.038 -0.012 -0.024
H -2.71556 0.40097 3.01662 -0.006 0.036 0.010
H -1.69674 0.83947 4.34556 0.006 -0.006 0.003
H -1.65587 -1.46056 4.91992 0.001 0.000 0.000
H -0.05148 -3.37178 4.96752 -0.001 0.001 -0.001
H 1.83580 -3.35600 3.30278 0.002 0.009 -0.009
H 2.04178 -0.69975 1.04522 0.164 -0.028 -0.200
H -0.03951 3.48264 1.00486 -0.140 -0.101 -0.054
H -1.70566 3.80610 0.62350 0.012 0.020 0.029
H -0.53617 4.95641 -1.22126 -0.023 0.008 -0.020
H -0.50477 4.87205 -3.68427 -0.005 -0.005 0.000
H -0.98069 2.67210 -4.70921 0.021 -0.001 -0.005
H -1.23225 0.74446 -3.21904 -0.040 -0.075 -0.035
H -2.93582 2.06990 -0.21234 -0.018 0.031 0.018
H -3.38607 2.20910 1.48794 0.004 -0.028 0.018
H -5.24563 0.57054 1.22093 -0.003 -0.003 -0.005
H -5.86395 -1.84489 1.02449 -0.003 0.003 -0.011
H -4.03984 -3.47705 0.43528 -0.004 0.005 0.007
H -1.77503 -2.63454 0.07605 0.082 -0.036 -0.032
O 4.72022 -0.05878 -1.51098 0.100 0.047 -0.106
S 4.21144 -0.88033 -0.42762 -0.383 0.012 0.144
O 5.03225 -1.15568 0.73128 0.108 -0.033 -0.029
O 2.06115 -1.59730 1.44564 -0.193 0.047 0.166
C 3.74680 -2.45600 -1.16948 0.095 0.111 0.067
C 4.86948 -3.25819 -1.36648 -0.004 -0.083 -0.036
C 4.75002 -4.45753 -2.03704 -0.022 0.035 0.017
C 3.50183 -4.83550 -2.50911 -0.007 0.009 -0.003
C 2.39926 -4.03629 -2.27617 -0.035 -0.073 -0.084
C 2.46971 -2.81652 -1.58693 -0.026 0.040 0.000
P 0.77553 -2.00162 -1.35151 0.115 -0.131 -0.046
C 0.28326 -1.83515 -3.10712 0.016 0.076 0.038
C -1.06502 -1.63765 -3.39683 -0.035 0.028 0.009
C -1.49261 -1.46760 -4.70630 -0.029 0.012 0.029
C -0.56792 -1.45070 -5.73976 0.029 -0.013 -0.002
C 0.78024 -1.62066 -5.45816 -0.043 -0.004 -0.027
C 1.20234 -1.82418 -4.15412 0.003 0.005 0.024
C -0.03594 -3.60464 -0.88838 -0.078 0.052 -0.008
C -0.98975 -4.26306 -1.66269 -0.046 0.045 0.054
C -1.58757 -5.43120 -1.20557 0.000 -0.010 0.012
C -1.23505 -5.96775 0.02353 0.009 0.000 -0.014
C -0.24840 -5.34747 0.77807 -0.005 0.001 -0.003
C 0.34838 -4.18430 0.31923 0.033 -0.015 0.049
H 5.82998 -2.93008 -0.99200 -0.002 0.012 0.004
H 5.61881 -5.08195 -2.19224 0.006 -0.007 -0.010
H 3.37791 -5.76146 -3.05444 0.001 -0.005 0.004
H 1.44410 -4.37772 -2.65000 0.018 0.003 0.004
H -1.79336 -1.60365 -2.59143 -0.003 -0.016 0.007
H -2.54632 -1.33329 -4.91653 0.000 -0.001 0.004
H -0.89573 -1.30310 -6.76010 0.000 0.000 0.000
H 1.50876 -1.59310 -6.25731 0.004 0.000 0.003
H 2.25842 -1.95385 -3.95988 0.005 0.011 0.008
H -1.27532 -3.88092 -2.63135 -0.005 0.021 -0.006
H -2.32542 -5.92627 -1.82386 0.003 -0.005 0.002
H -1.70322 -6.87667 0.37748 0.000 0.000 -0.001
H 0.06820 -5.77753 1.71980 0.001 0.001 -0.002
H 1.15219 -3.74475 0.89106 0.010 0.021 -0.005
F 1.41712 6.18280 -0.16186 0.038 -0.185 0.029
C 1.70396 4.84764 -0.04498 0.004 0.219 0.055
C 1.46048 4.09786 -1.28303 -0.021 -0.046 -0.143
N 2.00722 2.75352 -1.20819 0.123 -0.073 0.095
C 2.69821 2.18609 -2.35389 -0.085 -0.013 -0.050
C 1.77008 1.78915 -3.47434 -0.003 0.052 0.059
O 1.90459 2.06168 -4.62551 0.007 -0.067 0.048
O 0.75750 0.98698 -3.00045 -0.085 0.004 -0.069
C 2.00420 2.09452 -0.00967 -0.096 0.083 -0.251
O 1.85605 0.82984 0.04800 -0.046 -0.143 0.041
N 2.11538 2.82875 1.07859 0.023 0.097 0.183
C 1.99753 4.30739 1.17893 0.141 -0.042 -0.099
O 2.10209 4.75788 2.31698 -0.051 0.031 0.062
H 1.90796 4.59742 -2.14698 0.024 0.028 0.042
H 3.21681 1.28564 -2.03571 0.071 -0.014 -0.009
H 3.44266 2.89122 -2.72543 -0.038 0.024 -0.001
H 2.10158 2.36270 1.97525 0.012 0.005 -0.004

=====

107
Properties=species:S:1:pos:R:3:forces:R:3 method="wB97M-V/def2-TZVPD" total_charge=-1 spin_multiplicity=1 homo_ev=-1.60 max_force_ha_per_bohr=0.01848
C -0.21214 -2.32261 -4.17449 0.179 0.450 -0.139
C 1.06477 -1.66425 -4.69882 -0.438 -0.733 0.400
C 2.27608 -2.53994 -4.47022 0.021 0.274 -0.072
O 2.65593 -2.63012 -3.14080 0.142 0.087 0.210
C 2.36738 -3.89953 -2.44708 -0.043 -0.126 -0.941
C 3.26567 -3.87617 -1.27270 -0.175 0.170 0.123
C 3.10528 -2.69708 -0.29360 0.347 -0.214 0.006
C 4.14793 -1.62278 -0.41949 -0.223 0.296 0.147
F 1.84612 -2.06905 -0.45640 -0.267 -0.028 0.130
H -1.06168 -2.04260 -4.78187 -0.401 0.064 -0.175
H -0.40779 -2.01136 -3.16429 -0.116 0.036 0.570
H -0.11849 -3.39312 -4.17285 0.008 -0.579 -0.046
H 0.96148 -1.50246 -5.75952 0.065 0.282 -0.486
H 1.19876 -0.72706 -4.18439 0.187 0.611 -0.023
H 2.05286 -3.51855 -4.87860 0.083 -0.570 -0.075
H 3.09242 -2.11583 -5.05813 0.302 0.116 -0.105
H 1.33809 -3.85759 -2.10011 -0.541 0.072 0.063
H 3.15786 -4.80039 -0.72062 -0.156 -0.363 0.208
H 4.27551 -3.84856 -1.64565 0.734 0.012 -0.031
H 3.11681 -3.07766 0.72175 -0.252 -0.083 0.389
H 5.06880 -2.01298 -0.81142 0.442 -0.193 -0.256
H 3.77025 -0.85721 -1.07448 -0.043 0.260 -0.534
H 4.35909 -1.15268 0.52895 0.087 0.219 0.484
C -4.31127 1.38282 -6.14204 -0.128 0.132 0.102
C -3.28105 0.68666 -6.64293 -0.179 0.059 0.047
C -1.90679 0.73119 -6.02659 0.183 0.234 0.530
O -1.04536 0.05161 -6.54519 -0.045 -0.040 -0.313
C -1.69753 1.57018 -4.85911 0.127 -0.119 -0.125
C -2.72705 2.26646 -4.35855 0.185 -0.018 -0.020
C -4.10504 2.20330 -4.96348 -0.137 -0.230 -0.230
O -4.98269 2.84788 -4.41462 -0.020 0.100 -0.057
O -2.63116 3.06450 -3.30748 -0.075 0.063 0.077
O -3.36642 -0.09519 -7.70250 0.072 -0.174 -0.201
H -5.30170 1.35224 -6.57299 0.000 -0.026 -0.017
H -0.70639 1.59769 -4.42861 -0.009 -0.012 0.038
H -3.51298 3.47048 -3.16951 0.077 -0.015 0.026
H -2.47328 -0.48491 -7.82124 -0.042 0.049 0.058
C 1.53465 -0.05401 3.79528 0.019 0.089 0.179
C 1.20392 -0.22617 2.49704 0.140 -0.006 0.230
C 0.99942 0.95155 1.56963 -0.059 0.443 0.060
O 0.68532 0.73040 0.42113 -0.047 -0.170 -0.009
C 1.16533 2.29308 2.11618 -0.010 -0.062 -0.154
C 1.49934 2.44530 3.40121 -0.031 0.110 -0.155
C 1.71163 1.27511 4.32013 -0.044 -0.340 -0.048
O 2.01947 1.54181 5.47610 -0.029 0.043 0.034
O 1.67169 3.62541 3.98424 0.044 0.158 0.133
O 1.04219 -1.40564 1.95553 -0.317 0.089 -0.166
H 1.67836 -0.88548 4.46952 0.003 -0.067 -0.004
H 1.00650 3.13080 1.45237 0.014 0.013 0.000
H 1.91253 3.42936 4.91315 -0.019 -0.065 -0.082
H 0.86477 -1.29251 0.98768 0.356 -0.257 0.115
C -3.67739 0.75568 7.94330 -0.104 0.094 -0.109
C -2.60145 0.20431 8.52612 -0.158 0.054 -0.091
C -1.19497 0.57049 8.11290 0.111 0.283 -0.336
O -0.28432 0.00902 8.69668 -0.053 -0.102 0.117
C -1.01393 1.54497 7.05219 0.198 -0.143 0.202
C -2.09239 2.09795 6.48033 0.149 -0.076 0.012
C -3.49553 1.74369 6.89671 -0.157 -0.286 0.307
O -4.40863 2.31263 6.32680 0.024 0.097 -0.119
O -2.02235 2.98742 5.50612 -0.105 0.165 -0.163
O -2.67728 -0.69512 9.48619 0.066 0.070 0.292
H -4.68785 0.49926 8.22717 0.000 -0.021 0.030
H -0.00412 1.78718 6.74772 0.001 -0.033 0.007
H -2.94508 3.21767 5.27162 0.076 -0.041 0.041
H -1.75843 -0.92259 9.73869 -0.092 -0.076 -0.165
C -5.51513 8.10769 -0.62061 -0.072 -0.005 -0.181
C -4.90208 7.82847 0.53723 -0.094 0.086 -0.129
C -4.06340 6.59108 0.72339 0.094 -0.340 -0.292
O -3.53752 6.43660 1.80911 -0.030 0.090 0.125
C -3.93684 5.66724 -0.38928 0.080 -0.029 0.161
C -4.55349 5.94542 -1.54592 0.121 -0.043 0.222
C -5.37571 7.19177 -1.73912 -0.097 0.340 0.278
O -5.88254 7.36418 -2.83115 0.011 -0.115 -0.117
O -4.49863 5.16374 -2.60999 -0.062 0.011 -0.208
O -4.96997 8.59896 1.60853 0.050 0.077 0.239
H -6.11638 8.99382 -0.76366 0.004 0.018 0.022
H -3.34184 4.77642 -0.24330 0.006 -0.010 -0.038
H -5.03320 5.59170 -3.31092 0.002 -0.076 0.061
H -4.42815 8.15814 2.29625 -0.032 -0.002 -0.089
C 6.00569 -2.63331 -5.27972 -0.221 0.103 -0.023
C 7.12817 -3.15541 -4.75670 -0.170 0.048 -0.041
C 8.40906 -3.24120 -5.52844 0.128 0.102 -0.377
O 9.38651 -3.71595 -4.96668 -0.049 -0.038 0.106
C 8.42223 -2.75610 -6.89582 0.156 -0.075 0.078
C 7.30256 -2.23644 -7.41828 0.200 -0.055 -0.028
C 6.02313 -2.13309 -6.63823 -0.115 -0.153 0.485
O 5.07350 -1.62442 -7.21381 0.017 0.052 -0.160
O 7.21358 -1.76644 -8.65471 -0.051 0.095 -0.203
O 7.20753 -3.63482 -3.52390 0.112 -0.083 0.191
H 5.07941 -2.56996 -4.72171 0.030 -0.064 0.080
H 9.34596 -2.83074 -7.45203 -0.008 0.016 -0.025
H 6.28725 -1.45465 -8.74388 0.025 -0.034 0.082
H 8.12856 -3.94490 -3.41271 -0.086 0.043 -0.053
C -3.04939 -4.34309 6.81909 0.058 0.060 0.188
C -3.23597 -4.65313 5.52953 -0.023 -0.005 0.191
C -2.35574 -4.10443 4.43760 0.375 0.323 0.024
O -2.60549 -4.45647 3.30222 -0.134 -0.103 -0.079
C -1.28094 -3.19835 4.80329 -0.089 -0.079 -0.196
C -1.09525 -2.88716 6.09254 0.110 0.007 -0.119
C -1.96711 -3.44842 7.18313 -0.368 -0.200 -0.065
O -1.72434 -3.10645 8.32528 0.194 0.030 0.153
O -0.14078 -2.07168 6.51506 0.059 0.013 0.106
O -4.19188 -5.45435 5.09725 -0.148 -0.148 -0.182
H -3.67670 -4.72915 7.60963 -0.011 -0.019 -0.008
H -0.65730 -2.80755 4.01384 0.076 0.045 -0.075
H -0.19816 -2.03066 7.49223 -0.008 0.052 -0.106
H -4.08286 -5.50381 4.12335 0.031 0.040 0.079